#i
Below is a molecular structure, CH2Br3PS, with properties calculated with wB97M-V/def2-TZVPD.

Summary:
HOMO energy in Eh: -0.346

Geometry as ORCA input:
```
! wB97M-V def2-TZVPD RIJCOSX def2/J DEFGRID3
* xyz 0 1
C -0.09 0.52 0.46
P 0.67 -0.06 2.00
S 0.53 -1.96 2.39
Br -0.12 2.33 0.33
Br 2.64 1.00 1.93
Br -0.58 0.96 3.47
H 0.49 0.15 -0.62
H -1.18 0.20 0.47
*
```

=====

#ii
Below is 2 unconnected molecules or ions with the total composition CH2Br3PS, with properties calculated with wB97M-V/def2-TZVPD.

Summary:
HOMO energy (alpha / beta) in Eh: -0.326 / -0.326

Geometry as ORCA input:
```
! wB97M-V def2-TZVPD RIJCOSX def2/J DEFGRID3
* xyz 0 1
C -0.62 0.22 -0.04
P 1.05 0.27 0.31
S 1.71 1.10 1.95
Br -3.97 -1.53 -0.71
Br 1.89 -1.82 0.45
Br 2.19 1.16 -1.47
H -1.46 -0.36 0.34
H -0.78 0.97 -0.83
*
```

=====

Energetically preferred structure: #i | next structure: +0.1618 hartree

=====

#i
Below is C19H21N3O5 in the gas phase, with properties calculated with wB97M-V/def2-TZVPD.

Summary:
HOMO energy in Eh: -0.313
SMILES string: COc1ccc(CCNC(=O)CCNC(=O)c2ccc([N+](=O)[O-])cc2)cc1

Geometry as ORCA input:
```
! wB97M-V def2-TZVPD RIJCOSX def2/J DEFGRID3
* xyz 0 1
C -3.35 -0.68 -1.05
O -2.61 0.48 -0.74
C -1.96 0.54 0.46
C -1.92 -0.49 1.39
C -1.19 -0.33 2.56
C -0.50 0.84 2.83
C 0.37 0.96 4.05
C 1.55 -0.03 4.00
N 2.17 -0.05 2.70
C 3.27 0.65 2.39
O 3.98 1.22 3.20
C 3.54 0.67 0.88
C 2.46 1.53 0.19
N 1.81 0.87 -0.93
C 1.02 -0.21 -0.78
O 0.90 -0.84 0.26
C 0.26 -0.62 -2.00
C 0.04 -1.98 -2.22
C -0.71 -2.40 -3.29
C -1.28 -1.45 -4.14
N -2.09 -1.89 -5.25
O -2.57 -1.03 -5.96
O -2.24 -3.08 -5.40
C -1.09 -0.09 -3.92
C -0.32 0.32 -2.85
C -0.58 1.87 1.91
C -1.30 1.73 0.74
H -3.78 -0.50 -2.03
H -2.70 -1.56 -1.10
H -4.15 -0.85 -0.33
H -2.44 -1.42 1.22
H -1.16 -1.15 3.27
H 0.77 1.98 4.11
H -0.21 0.77 4.96
H 2.30 0.25 4.73
H 1.19 -1.04 4.22
H 1.62 -0.43 1.94
H 4.54 1.07 0.71
H 3.50 -0.35 0.51
H 2.90 2.45 -0.19
H 1.69 1.79 0.92
H 1.90 1.28 -1.84
H 0.48 -2.69 -1.53
H -0.89 -3.45 -3.48
H -1.56 0.62 -4.58
H -0.20 1.38 -2.66
H -0.08 2.81 2.11
H -1.36 2.53 0.02
*
```

=====

#ii
Below is C19H21N3O5 in the gas phase, with properties calculated with wB97M-V/def2-TZVPD.

Summary:
HOMO energy in Eh: -0.333
SMILES string: CC(C)CNC(=O)c1cccc(NC(=O)COc2ccc([N+](=O)[O-])cc2)c1

Geometry as ORCA input:
```
! wB97M-V def2-TZVPD RIJCOSX def2/J DEFGRID3
* xyz 0 1
C 3.78 4.12 0.32
C 4.81 2.99 0.30
C 5.26 2.70 -1.13
C 4.26 1.72 0.96
N 3.13 1.16 0.26
C 3.20 -0.01 -0.41
O 4.20 -0.71 -0.44
C 1.95 -0.41 -1.13
C 2.08 -1.25 -2.23
C 0.96 -1.66 -2.93
C -0.30 -1.24 -2.54
C -0.43 -0.41 -1.43
N -1.73 -0.01 -1.06
C -2.11 0.91 -0.15
O -1.37 1.58 0.54
C -3.63 1.06 -0.07
O -4.34 -0.12 -0.40
C -4.32 -1.16 0.47
C -3.55 -1.21 1.63
C -3.61 -2.32 2.45
C -4.43 -3.39 2.10
N -4.49 -4.54 2.95
O -3.83 -4.53 3.97
O -5.20 -5.47 2.60
C -5.19 -3.35 0.94
C -5.14 -2.24 0.13
C 0.69 0.00 -0.72
H 2.92 3.88 -0.31
H 3.42 4.30 1.33
H 4.22 5.04 -0.05
H 5.68 3.30 0.88
H 5.98 1.88 -1.15
H 4.41 2.41 -1.75
H 5.72 3.58 -1.58
H 5.03 0.94 0.97
H 3.96 1.94 1.99
H 2.30 1.72 0.21
H 3.07 -1.58 -2.52
H 1.06 -2.32 -3.78
H -1.17 -1.56 -3.08
H -2.48 -0.45 -1.59
H -3.94 1.80 -0.82
H -3.90 1.44 0.92
H -2.91 -0.39 1.91
H -3.03 -2.38 3.35
H -5.82 -4.20 0.69
H -5.72 -2.18 -0.78
H 0.55 0.62 0.15
*
```

=====

#iii
Below is C19H21N3O5 in the gas phase, with properties calculated with wB97M-V/def2-TZVPD.

Summary:
HOMO energy in Eh: -0.332
SMILES string: CC(C)CNC(=O)c1cccc(NC(=O)COc2cccc([N+](=O)[O-])c2)c1

Geometry as ORCA input:
```
! wB97M-V def2-TZVPD RIJCOSX def2/J DEFGRID3
* xyz 0 1
C -4.29 -0.93 1.20
C -4.74 -0.71 -0.24
C -5.55 0.57 -0.37
C -3.53 -0.71 -1.18
N -2.58 0.34 -0.88
C -1.35 0.08 -0.40
O -0.92 -1.04 -0.18
C -0.50 1.28 -0.12
C -0.94 2.39 0.58
C -0.03 3.37 0.95
C 1.31 3.24 0.65
C 1.75 2.14 -0.07
N 3.12 1.92 -0.31
C 3.61 1.27 -1.40
O 3.09 1.25 -2.49
C 4.92 0.53 -1.10
O 4.88 -0.07 0.19
C 3.86 -0.94 0.46
C 3.72 -1.30 1.80
C 2.70 -2.14 2.21
C 1.80 -2.64 1.28
C 1.95 -2.29 -0.05
N 1.01 -2.80 -1.03
O 0.34 -3.76 -0.71
O 1.00 -2.27 -2.11
C 2.97 -1.45 -0.48
C 0.84 1.17 -0.47
H -3.67 -0.11 1.54
H -5.15 -1.00 1.87
H -3.71 -1.85 1.29
H -5.37 -1.55 -0.54
H -6.46 0.50 0.23
H -4.98 1.43 -0.01
H -5.83 0.75 -1.40
H -2.99 -1.65 -1.09
H -3.87 -0.59 -2.22
H -2.85 1.29 -1.07
H -1.98 2.48 0.88
H -0.37 4.23 1.51
H 2.02 3.99 0.97
H 3.73 2.03 0.48
H 5.76 1.23 -1.06
H 5.11 -0.20 -1.89
H 4.43 -0.90 2.51
H 2.61 -2.41 3.25
H 0.98 -3.28 1.57
H 3.04 -1.22 -1.53
H 1.16 0.31 -1.03
*
```

=====

Energetically preferred structure: #ii | next structure: +0.0029 hartree

=====

#i
Below is 2 unconnected molecules or ions with the total composition C3H11N2O2, with properties calculated with wB97M-V/def2-TZVPD.

Summary:
HOMO energy (alpha / beta) in Eh: -0.115 / -0.382

Geometry as ORCA input:
```
! wB97M-V def2-TZVPD RIJCOSX def2/J DEFGRID3
* xyz 0 2
N 0.97 0.61 1.90
C 0.86 0.84 0.28
C 1.82 -0.04 -0.45
C -0.67 0.48 0.04
N -1.31 0.91 -1.05
O -1.26 -0.09 0.96
H 1.44 1.56 2.31
H 1.67 -0.11 2.09
H 0.10 0.32 2.28
H 1.02 1.93 0.07
H 1.30 -0.45 -1.27
H 2.18 -0.93 0.14
H 2.66 0.51 -0.83
H -2.35 0.66 -1.12
H -0.93 1.26 -1.91
H -1.42 -2.08 -1.91
H -0.21 -3.10 -1.43
O -0.63 -2.15 -1.40
*
```

=====

#ii
Below is 2 unconnected molecules or ions with the total composition C3H11N2O2, with properties calculated with wB97M-V/def2-TZVPD.

Summary:
HOMO energy (alpha / beta) in Eh: -0.338 / -0.332

Geometry as ORCA input:
```
! wB97M-V def2-TZVPD RIJCOSX def2/J DEFGRID3
* xyz 0 2
N 1.08 -3.68 0.92
C 0.62 -2.32 0.73
O 1.55 -1.54 0.04
H 1.46 -4.04 0.06
H 1.83 -3.68 1.60
H -0.32 -2.31 0.17
H 0.43 -1.91 1.72
H 1.05 -0.58 -0.14
C -1.76 2.47 0.01
N -0.96 2.28 -1.21
C 0.34 1.66 -0.88
O 0.23 0.43 -0.30
H -1.34 3.26 0.66
H -1.76 1.57 0.65
H -2.75 2.83 -0.28
H -1.43 1.56 -1.74
H 0.82 2.38 -0.19
H 0.91 1.61 -1.80
*
```

=====

Energetically preferred structure: #ii | next structure: +0.0037 hartree

=====

#i
Below is C21H28F3N3O3 in the gas phase, with properties calculated with wB97M-V/def2-TZVPD.

Summary:
HOMO energy in Eh: -0.338
SMILES string: COCCN1CCN(C(=O)[C@H]2CCC(=O)N(Cc3cccc(C(F)(F)F)c3)C2)CC1

Geometry as ORCA input:
```
! wB97M-V def2-TZVPD RIJCOSX def2/J DEFGRID3
* xyz 0 1
C 6.99 4.80 -0.70
O 5.78 5.28 -0.16
C 4.62 4.66 -0.66
C 4.35 3.27 -0.07
N 3.30 2.57 -0.78
C 3.30 1.15 -0.50
C 2.29 0.45 -1.41
N 0.97 0.99 -1.18
C -0.12 0.39 -0.66
O -1.13 1.01 -0.41
C -0.04 -1.12 -0.41
C 0.57 -1.39 0.97
C 0.68 -2.90 1.16
C -0.61 -3.65 0.87
O -0.78 -4.77 1.32
N -1.51 -3.06 0.06
C -2.76 -3.75 -0.21
C -3.90 -3.15 0.57
C -3.86 -3.16 1.96
C -4.88 -2.61 2.71
C -5.97 -2.03 2.08
C -6.01 -2.02 0.69
C -7.17 -1.41 -0.04
F -8.13 -0.92 0.77
F -6.80 -0.39 -0.84
F -7.78 -2.30 -0.85
C -4.98 -2.57 -0.06
C -1.45 -1.69 -0.41
C 0.95 2.42 -1.41
C 1.98 3.11 -0.51
H 6.97 4.85 -1.80
H 7.20 3.77 -0.40
H 7.77 5.45 -0.32
H 4.67 4.57 -1.76
H 3.81 5.35 -0.40
H 4.13 3.38 1.01
H 5.27 2.68 -0.17
H 4.30 0.75 -0.70
H 3.05 0.94 0.56
H 2.32 -0.63 -1.22
H 2.57 0.63 -2.45
H 0.55 -1.61 -1.18
H 1.55 -0.93 1.07
H -0.08 -0.96 1.73
H 0.98 -3.15 2.18
H 1.44 -3.31 0.49
H -2.97 -3.70 -1.28
H -2.61 -4.79 0.09
H -3.01 -3.63 2.46
H -4.84 -2.62 3.79
H -6.77 -1.59 2.65
H -5.04 -2.54 -1.14
H -1.85 -1.67 -1.43
H -2.09 -1.05 0.20
H -0.05 2.78 -1.19
H 1.20 2.62 -2.46
H 1.98 4.18 -0.73
H 1.69 2.97 0.55
*
```

=====

#ii
Below is C21H28F3N3O3 in the gas phase, with properties calculated with wB97M-V/def2-TZVPD.

Summary:
HOMO energy in Eh: -0.293
SMILES string: CN(CC1CCOCC1)C(=O)C[C@H]1C(=O)NCCN1Cc1cccc(C(F)(F)F)c1

Geometry as ORCA input:
```
! wB97M-V def2-TZVPD RIJCOSX def2/J DEFGRID3
* xyz 0 1
C 1.80 -4.13 -2.00
N 0.62 -3.55 -1.40
C -0.42 -4.32 -1.15
C -1.26 -4.45 -2.57
C -2.47 -4.89 -2.32
C -3.67 -3.81 -1.80
O -3.69 -2.51 -2.64
C -2.52 -2.16 -2.75
C -1.48 -3.05 -3.33
C 0.72 -2.29 -0.88
O -0.33 -1.80 -0.16
C 1.76 -1.43 -0.76
C 1.70 0.03 -1.49
C 1.05 -0.29 -2.83
O 1.67 -1.27 -3.55
N 0.54 0.87 -3.42
C 0.15 1.89 -2.67
C -0.34 1.21 -1.20
N 0.89 0.86 -0.62
C 1.71 1.65 0.34
C 0.78 1.92 1.57
C 0.00 0.76 1.96
C -0.69 1.14 3.02
C -0.38 2.04 4.10
C 0.41 3.11 3.52
C 0.48 4.28 4.38
F -0.20 4.46 5.37
F 0.04 5.55 3.60
F 1.79 4.53 4.68
C 1.16 3.01 2.45
H 2.25 -3.55 -2.83
H 2.52 -4.16 -1.33
H 1.49 -4.98 -2.31
H -0.36 -5.17 -0.90
H -1.06 -3.59 -0.50
H -0.69 -5.12 -3.26
H -2.72 -5.82 -2.07
H -3.07 -5.29 -3.43
H -4.78 -4.28 -1.80
H -3.42 -3.61 -0.92
H -2.49 -1.02 -3.16
H -2.11 -1.75 -1.73
H -0.55 -2.59 -3.38
H -1.73 -3.03 -4.51
H 2.29 -1.29 0.38
H 2.80 -2.05 -1.09
H 2.64 0.49 -1.67
H 0.10 0.64 -4.38
H 0.77 2.58 -2.43
H -1.03 2.05 -2.98
H -0.98 0.38 -1.18
H -0.69 2.02 -0.72
H 2.54 1.27 0.58
H 1.92 2.69 -0.29
H -0.25 -0.15 1.52
H -1.22 0.18 3.44
H -1.01 2.16 5.07
H 1.50 3.77 2.09
*
```

=====

Energetically preferred structure: #i | next structure: +0.7073 hartree

=====

#i
Below is 7 unconnected molecules or ions with the total composition C24H52O7, with properties calculated with wB97M-V/def2-TZVPD.

Summary:
HOMO energy in Eh: -0.346
SMILES string: C1CCOC1.C1CCOC1.C1CCOC1.C1CCOC1.C1CCOC1.CCO.CCO

Geometry as ORCA input:
```
! wB97M-V def2-TZVPD RIJCOSX def2/J DEFGRID3
* xyz 0 1
C -4.75 1.36 1.32
C -4.25 0.38 0.26
C -4.22 1.26 -1.02
O -4.71 2.55 -0.65
C -5.53 2.38 0.53
H -3.85 1.82 1.72
H -5.38 0.89 2.08
H -4.94 -0.45 0.12
H -3.28 -0.02 0.56
H -4.93 0.86 -1.75
H -3.26 1.34 -1.53
H -6.47 2.00 0.10
H -5.77 3.30 1.06
C 3.00 4.41 2.33
C 4.15 3.45 2.05
C 3.46 2.19 1.53
O 2.20 2.19 2.17
C 1.72 3.53 2.26
H 3.07 5.24 1.62
H 3.06 4.88 3.31
H 4.73 3.29 2.96
H 4.84 3.82 1.30
H 3.99 1.33 1.92
H 3.37 2.14 0.44
H 1.10 3.67 3.14
H 1.11 3.77 1.39
C -0.30 -0.02 -4.69
C 0.80 0.82 -4.01
C 0.57 2.19 -4.67
O -0.76 2.23 -5.18
C -1.41 1.01 -4.82
H -0.66 -0.93 -4.21
H 0.06 -0.26 -5.69
H 1.74 0.38 -4.33
H 0.73 0.95 -2.94
H 1.29 2.44 -5.45
H 0.63 2.97 -3.90
H -2.21 0.76 -5.52
H -1.96 1.11 -3.88
C 4.35 -2.42 -2.29
C 5.39 -3.31 -1.62
C 5.77 -2.44 -0.43
O 4.54 -1.79 -0.04
C 3.56 -1.99 -1.03
H 3.73 -2.92 -3.03
H 4.86 -1.59 -2.79
H 6.18 -3.56 -2.34
H 5.04 -4.28 -1.25
H 6.51 -1.69 -0.72
H 6.13 -2.99 0.44
H 3.06 -1.06 -1.31
H 2.87 -2.80 -0.81
C -2.58 -5.20 0.14
C -1.73 -5.29 -1.13
C -0.99 -3.97 -1.10
O -2.00 -3.01 -0.68
C -2.96 -3.70 0.12
H -2.05 -5.41 1.07
H -3.46 -5.83 0.06
H -2.38 -5.27 -2.00
H -1.09 -6.17 -1.07
H -0.47 -3.64 -2.00
H -0.30 -3.94 -0.25
H -3.93 -3.56 -0.37
H -2.99 -3.25 1.11
C -2.02 0.98 4.64
C -1.11 1.87 5.44
O -1.83 2.92 6.09
H -2.77 0.50 5.26
H -1.51 0.17 4.12
H -2.47 1.53 3.80
H -0.25 2.27 4.89
H -0.61 1.23 6.18
H -2.19 3.44 5.36
C 0.60 0.13 0.00
C -0.27 -0.09 1.25
O 0.56 -0.05 2.41
H 0.83 1.19 -0.08
H 0.01 -0.10 -0.90
H 1.47 -0.53 0.01
H -0.73 -1.07 1.16
H -0.97 0.74 1.39
H 1.17 0.72 2.37
*
```

=====

#ii
Below is 7 unconnected molecules or ions with the total composition C24H52O7, with properties calculated with wB97M-V/def2-TZVPD.

Summary:
HOMO energy in Eh: -0.353
SMILES string: C1CCOC1.C1CCOC1.C1CCOC1.C1CCOC1.C1CCOC1.CCO.CCO

Geometry as ORCA input:
```
! wB97M-V def2-TZVPD RIJCOSX def2/J DEFGRID3
* xyz 0 1
C 3.73 10.11 -14.87
C 3.68 11.56 -15.33
C 3.15 12.36 -14.11
O 3.09 11.40 -13.02
C 3.96 10.30 -13.33
H 4.51 9.51 -15.34
H 2.86 9.46 -14.98
H 3.10 11.58 -16.25
H 4.69 11.88 -15.60
H 2.23 12.91 -14.33
H 3.86 13.11 -13.77
H 3.63 9.36 -12.87
H 4.92 10.58 -12.91
C 10.85 7.78 -18.73
C 9.45 8.43 -18.76
C 8.70 7.47 -19.60
O 9.27 6.26 -19.37
C 10.63 6.32 -18.97
H 11.45 8.07 -17.88
H 11.33 8.17 -19.63
H 9.41 9.48 -19.05
H 9.07 8.42 -17.74
H 8.66 7.80 -20.63
H 7.67 7.39 -19.26
H 11.26 5.98 -19.79
H 10.71 5.85 -17.99
C 12.39 13.96 -23.23
C 11.38 14.82 -23.95
C 11.24 14.24 -25.37
O 12.10 13.14 -25.35
C 12.37 12.69 -24.09
H 12.19 13.74 -22.18
H 13.37 14.42 -23.34
H 11.57 15.89 -23.90
H 10.46 14.60 -23.41
H 11.52 14.99 -26.11
H 10.19 13.93 -25.45
H 13.32 12.16 -24.07
H 11.63 11.97 -23.75
C 17.94 3.80 -13.14
C 17.45 4.29 -14.50
C 15.91 4.15 -14.58
O 15.59 3.65 -13.22
C 16.71 2.83 -12.82
H 17.91 4.58 -12.38
H 18.84 3.19 -13.23
H 17.86 3.81 -15.39
H 17.72 5.35 -14.49
H 15.63 3.53 -15.43
H 15.47 5.15 -14.52
H 16.90 1.85 -13.26
H 16.75 2.70 -11.74
C 3.45 11.47 -22.88
C 4.53 11.20 -23.98
C 4.21 9.77 -24.45
O 3.86 9.23 -23.16
C 2.92 10.10 -22.55
H 2.64 12.07 -23.28
H 4.02 11.91 -22.07
H 5.55 11.33 -23.63
H 4.43 11.85 -24.85
H 5.06 9.29 -24.91
H 3.37 9.86 -25.14
H 2.99 9.81 -21.50
H 1.85 10.07 -22.72
C 0.80 2.79 -18.61
C 2.27 3.07 -18.33
O 2.96 1.86 -18.03
H 0.28 2.54 -17.69
H 0.77 1.98 -19.33
H 0.42 3.67 -19.14
H 2.35 3.73 -17.47
H 2.82 3.44 -19.20
H 2.83 1.24 -18.75
C 6.16 2.68 -24.03
C 7.38 2.01 -23.39
O 7.65 0.74 -23.90
H 5.26 2.12 -23.77
H 6.10 2.70 -25.12
H 6.09 3.72 -23.71
H 7.29 1.92 -22.30
H 8.21 2.71 -23.54
H 6.79 0.31 -23.95
*
```

=====

Energetically preferred structure: #i | next structure: +0.0817 hartree